Entry from the OMol25 dataset: a structure of composition C5H10NS at a distorted geometry (ωB97M-V/def2-TZVPD).

Properties
E_tot: -649.1318 Ha
Net charge: +1
2S+1: 1
Energy relative to the best compared isomer or geometry (same formula, charge and spin): 2.547 eV
Highest occupied orbital energy: -12.557 eV

The geometry in XYZ format:
```
17
C5H10NS ωB97M-V/def2-TZVPD
C 0.68 1.11 0.72
C 1.76 0.81 0.05
C -0.56 0.44 0.38
C 0.04 -0.95 -0.78
C 0.21 -2.07 0.25
N -1.48 1.43 -0.41
S 1.66 -0.24 -1.31
H 0.81 1.71 1.58
H 2.69 1.28 0.20
H -0.92 -0.22 1.17
H -0.62 -1.09 -1.62
H -0.81 -2.29 0.60
H 0.93 -1.69 1.08
H 0.77 -3.01 -0.20
H -2.34 0.92 -0.53
H -1.10 1.60 -1.29
H -1.73 2.24 0.10
```

Atomic partial charges in e from the Löwdin method, atoms 1 to 2:
1 C -0.210
2 C -0.419